Entry 1:
Density functional theory data (ωB97M-V with the def2-TZVPD basis set) for a cluster of 2 separate species, C35H48N2O10S in total.

```
96
Properties=species:S:1:pos:R:3
C -2.175 -3.167 0.904
C -1.571 -4.287 0.104
O -2.191 -5.274 -0.177
O -0.293 -4.177 -0.298
C 0.338 -2.878 -0.343
C 1.647 -3.038 -1.099
C 2.044 -1.754 -1.847
C 2.958 -0.846 -1.025
C 3.271 0.499 -1.706
C 2.871 1.729 -0.868
C 1.447 1.711 -0.347
C 0.423 1.461 -1.260
C -0.917 1.414 -0.896
C -1.976 1.136 -1.934
O -1.392 1.319 -3.226
C -2.159 1.148 -4.334
C -3.646 1.277 -4.175
O -1.618 0.949 -5.381
C -1.231 1.608 0.450
C -0.217 1.898 1.372
C 1.127 1.961 1.001
C 2.190 2.282 2.017
C 2.475 3.795 2.220
C 1.753 4.747 1.273
C 1.862 6.206 1.717
O 2.877 6.870 0.945
C 4.011 7.289 1.563
C 3.836 7.972 2.892
O 5.070 7.172 1.020
C -0.645 2.123 2.778
O -0.104 2.910 3.522
C -1.812 1.321 3.261
C -1.794 0.952 4.707
C -2.997 0.169 5.220
S -4.433 1.212 5.585
C -5.513 0.764 4.302
N -6.352 1.518 3.689
N -7.050 0.698 2.804
C -6.547 -0.473 2.954
O -5.573 -0.537 3.891
C -2.760 1.035 2.369
C -2.626 1.500 0.968
O -3.609 1.760 0.312
H -2.973 -3.604 1.498
H -2.618 -2.436 0.229
H -1.466 -2.665 1.555
H -0.320 -2.176 -0.856
H 0.505 -2.522 0.675
H 1.534 -3.864 -1.802
H 2.437 -3.320 -0.402
H 1.131 -1.222 -2.118
H 2.545 -2.024 -2.777
H 2.510 -0.685 -0.041
H 3.881 -1.401 -0.845
H 4.337 0.557 -1.918
H 2.775 0.537 -2.677
H 3.555 1.781 -0.026
H 3.033 2.646 -1.437
H 0.678 1.312 -2.298
H -2.808 1.814 -1.784
H -2.330 0.105 -1.846
H -4.077 0.404 -3.689
H -4.074 1.412 -5.162
H -3.903 2.139 -3.561
H 3.116 1.780 1.760
H 1.886 1.862 2.974
H 3.550 3.953 2.109
H 2.218 4.054 3.246
H 0.698 4.494 1.196
H 2.217 4.705 0.288
H 2.084 6.269 2.780
H 0.921 6.730 1.555
H 3.791 7.230 3.690
H 2.923 8.560 2.934
H 4.707 8.592 3.072
H -0.907 0.328 4.867
H -1.627 1.846 5.308
H -3.276 -0.629 4.537
H -2.729 -0.317 6.155
H -6.823 -1.363 2.417
H -3.665 0.493 2.598
C -0.462 -5.809 -3.482
C 0.599 -5.718 -4.564
O 1.923 -5.644 -4.060
C 2.345 -6.735 -3.262
C 2.318 -8.077 -3.973
H -0.369 -4.967 -2.797
H -1.458 -5.794 -3.926
H -0.379 -6.721 -2.891
H 0.470 -4.798 -5.135
H 0.499 -6.547 -5.275
H 1.762 -6.783 -2.334
H 3.370 -6.491 -2.979
H 1.307 -8.368 -4.261
H 2.711 -8.852 -3.315
H 2.930 -8.044 -4.875
```

## Properties
E_HOMO, eV: -9.6
E, Ha: -2622.53544
Gap between HOMO and LUMO, eV: 8.31
F_max, eV/A: 0.5
Structure (SMILES): CC(=O)OCCCCCCc1cc(COC(C)=O)c2c(c1CCCCOC(C)=O)C(=O)C(CCSc1nnco1)=CC2=O.CCOCC

***

Entry 2:
Density functional theory data (ωB97M-V with the def2-TZVPD basis set) for a structure of composition C35H48O3P4Sn.

```
91
Properties=species:S:1:pos:R:3
P 3.595 -0.776 -1.376
C 3.988 -1.161 0.309
H 4.991 -1.612 0.265
H 3.276 -1.888 0.723
H 4.014 -0.259 0.936
C 3.655 -2.210 -2.425
H 3.452 -1.974 -3.480
H 2.976 -2.996 -2.066
H 4.692 -2.569 -2.329
C 4.708 0.459 -2.045
H 5.710 0.017 -2.031
H 4.690 1.366 -1.428
H 4.429 0.708 -3.078
P -1.363 3.541 -2.125
C -1.427 4.272 -0.450
H -1.832 5.295 -0.490
H -0.415 4.287 -0.021
H -2.067 3.644 0.182
C -0.122 4.614 -2.946
H 0.055 4.259 -3.971
H 0.819 4.568 -2.385
H -0.499 5.644 -2.970
C -2.897 4.194 -2.884
H -2.814 5.276 -3.024
H -3.754 3.958 -2.237
H -3.045 3.701 -3.855
P -2.787 -2.194 -1.227
C -3.377 -2.336 0.445
H -3.866 -3.315 0.579
H -4.100 -1.534 0.655
H -2.544 -2.246 1.156
C -4.084 -2.194 -2.454
H -4.716 -3.077 -2.294
H -3.667 -2.221 -3.473
H -4.700 -1.286 -2.357
C -1.498 -3.366 -1.628
H -1.923 -4.384 -1.613
H -0.684 -3.305 -0.891
H -1.078 -3.165 -2.625
Sn -0.235 0.359 -3.366
C 1.998 0.219 -1.448
O 1.764 1.275 -0.956
C -1.952 -0.507 -1.343
O -1.938 0.389 -0.570
C -1.492 -0.010 -5.346
C -0.817 -1.199 -5.021
C 0.585 -1.193 -4.868
C 1.310 -0.013 -5.123
C 0.630 1.185 -5.407
C -0.775 1.188 -5.495
H -2.577 -0.021 -5.492
H -1.379 -2.133 -4.893
H 1.114 -2.113 -4.586
H 2.408 -0.024 -5.090
H 1.192 2.106 -5.588
H -1.300 2.122 -5.726
O 0.487 -0.100 1.289
P 0.227 -0.255 2.752
C 1.456 0.586 3.783
C 1.488 0.350 5.164
C 2.468 0.958 5.949
C 3.403 1.815 5.354
C 3.337 2.083 3.982
C 2.361 1.475 3.190
C -1.347 0.517 3.213
C -2.395 -0.143 3.867
C -3.629 0.500 4.021
C -3.792 1.829 3.620
C -2.713 2.524 3.060
C -1.499 1.868 2.848
C 0.386 -1.998 3.200
C -0.688 -2.897 3.110
C -0.477 -4.268 3.278
C 0.812 -4.762 3.502
C 1.888 -3.877 3.578
C 1.681 -2.505 3.432
H 0.752 -0.315 5.625
H 2.499 0.758 7.021
H 4.180 2.280 5.962
H 4.048 2.770 3.520
H 2.295 1.679 2.118
H -2.250 -1.142 4.273
H -4.460 -0.040 4.479
H -4.750 2.333 3.765
H -2.808 3.579 2.792
H -0.658 2.405 2.407
H -1.700 -2.527 2.942
H -1.331 -4.948 3.242
H 0.974 -5.838 3.628
H 2.901 -4.245 3.763
H 2.526 -1.819 3.517
```

## Properties
E_HOMO (spin up / spin down), eV: -16.7 / -16.7
E, Ha: -3166.33633
Gap between HOMO and LUMO (spin up / spin down), eV: 4.03 / 3.88
Charge: +4
F_max, eV/A: 8.1